{"formula": "C27H26IOPS3Ta", "method": "ωB97M-V/def2-TZVPD", "symbols": ["Ta", "I", "C", "C", "C", "C", "C", "C", "C", "C", "C", "P", "C", "C", "C", "C", "C", "C", "C", "C", "C", "C", "C", "C", "C", "H", "H", "H", "H", "H", "H", "H", "H", "H", "H", "H", "H", "H", "H", "H", "H", "S", "C", "S", "S", "C", "C", "O", "C", "C", "H", "H", "H", "H", "H", "H", "H", "H", "H", "H"], "positions_angstrom": [[1.93359, -1.25523, 0.87821], [-0.39549, -3.04101, 1.38382], [-2.37826, -2.40465, 0.77100], [-3.20862, -3.48498, 0.66553], [-4.56984, -3.28539, 0.40320], [-5.03856, -2.00791, 0.30140], [-4.18227, -0.88923, 0.42624], [-4.74616, 0.40342, 0.35621], [-3.97797, 1.52097, 0.51474], [-2.60003, 1.37567, 0.69109], [-1.98712, 0.13334, 0.69164], [-0.17391, 0.42787, 0.65600], [0.18638, 1.49503, 2.07229], [0.43661, 2.86197, 1.94362], [0.64830, 3.62027, 3.08394], [0.59971, 3.02703, 4.34120], [0.34985, 1.66578, 4.46760], [0.15837, 0.88997, 3.33826], [0.21676, 1.33253, -0.85293], [-0.69551, 1.51108, -1.89191], [-0.32977, 2.26687, -2.99429], [0.93804, 2.83402, -3.06918], [1.85738, 2.63471, -2.04553], [1.50498, 1.87692, -0.94190], [-2.76720, -1.05599, 0.62745], [-2.84383, -4.49487, 0.80790], [-5.22249, -4.14089, 0.30322], [-6.09132, -1.83007, 0.12310], [-5.81325, 0.49178, 0.19660], [-4.41683, 2.50855, 0.48869], [-2.00363, 2.27202, 0.80884], [0.45444, 3.33199, 0.96926], [0.84242, 4.67991, 2.98717], [0.75032, 3.63224, 5.22498], [0.29989, 1.21190, 5.44826], [-0.05379, -0.17136, 3.43549], [-1.68546, 1.07795, -1.83736], [-1.04047, 2.41843, -3.79566], [1.21200, 3.43460, -3.92628], [2.84291, 3.07726, -2.10835], [2.21732, 1.74958, -0.12721], [5.71215, -1.90436, 3.31190], [4.38807, -1.56959, 2.45866], [2.77633, -2.09656, 2.97971], [4.32660, -0.67065, 0.95793], [0.00001, -2.02217, -2.42428], [1.22529, -2.82918, -2.05507], [2.24211, -1.98426, -1.42248], [3.46763, -1.74895, -2.20576], [3.76384, -0.27759, -2.37498], [-0.72348, -2.68280, -2.90266], [0.24748, -1.22404, -3.12405], [-0.46894, -1.58011, -1.53909], [1.66241, -3.29136, -2.93668], [0.97750, -3.62435, -1.35149], [3.32617, -2.20213, -3.18401], [4.28311, -2.26626, -1.70019], [2.92369, 0.24246, -2.83128], [4.62383, -0.18055, -3.03848], [4.01873, 0.21044, -1.43410]], "forces_ev_per_a": [[0.89, -0.37, -0.65], [0.43, 0.49, 0.04], [0.46, 0.04, -0.10], [0.35, -0.17, 0.12], [-0.14, 0.17, -0.06], [-0.04, -0.18, -0.02], [0.22, -0.10, -0.01], [0.07, 0.14, 0.03], [-0.17, 0.00, 0.01], [0.07, -0.20, -0.03], [0.56, 0.11, 0.09], [0.02, -0.05, 0.20], [0.33, -0.39, -0.14], [0.09, 0.04, 0.01], [-0.04, 0.02, -0.12], [-0.02, -0.03, -0.02], [0.04, -0.08, 0.14], [0.05, 0.00, -0.07], [0.22, -0.22, 0.23], [-0.02, -0.07, 0.00], [-0.04, -0.04, -0.03], [0.04, -0.01, 0.07], [0.08, 0.03, -0.08], [-0.04, -0.08, 0.03], [-0.22, 0.08, -0.06], [0.01, 0.00, -0.04], [-0.02, 0.01, 0.02], [0.00, 0.02, 0.02], [-0.01, -0.02, 0.00], [0.00, 0.00, 0.04], [0.00, 0.05, -0.05], [0.01, 0.03, 0.02], [-0.03, 0.01, 0.03], [0.01, -0.01, 0.01], [0.02, 0.01, 0.00], [-0.07, 0.02, 0.06], [-0.01, 0.02, -0.01], [0.01, 0.02, 0.00], [-0.01, 0.01, 0.00], [0.00, 0.01, 0.01], [-0.01, 0.11, 0.02], [-0.72, 0.28, -0.55], [1.18, -0.54, 0.96], [-1.39, 0.35, -1.60], [-1.88, 0.15, -0.50], [0.26, 0.01, 0.02], [-0.62, -0.21, -0.15], [-0.36, 0.56, 2.22], [0.71, 0.27, -0.18], [-0.22, -0.17, 0.00], [-0.04, 0.00, 0.03], [-0.01, 0.02, 0.01], [-0.05, -0.02, -0.03], [0.16, 0.03, 0.07], [0.13, 0.01, -0.04], [-0.16, -0.13, 0.09], [-0.10, -0.08, 0.01], [0.00, -0.01, -0.03], [0.04, 0.00, 0.03], [0.01, 0.08, -0.07]], "multiplicity": 1, "e_homo_ev": -16.916, "total_energy_ha": -3009.2584, "orbital_gap_ev": 4.8308, "charge": 3}

---

{"formula": "C6H10O", "method": "ωB97M-V/def2-TZVPD", "symbols": ["C", "C", "C", "C", "C", "C", "O", "H", "H", "H", "H", "H", "H", "H", "H", "H", "H"], "positions_angstrom": [[0.88951, 1.42304, 1.30100], [1.25820, 0.16335, 0.55019], [0.52543, -1.12673, 0.79405], [0.38741, -0.43045, -0.53067], [-0.93383, 0.19620, -0.92859], [-1.87124, -0.79598, -1.59886], [-1.51567, -1.89410, -1.95311], [1.41138, 1.46537, 2.26351], [-0.18352, 1.47398, 1.51420], [1.16024, 2.32074, 0.73284], [2.32924, 0.06017, 0.37863], [1.08745, -2.05520, 0.84377], [-0.33409, -1.08843, 1.46037], [0.92656, -0.89314, -1.35458], [-0.76582, 1.02771, -1.63177], [-1.44251, 0.64045, -0.06168], [-2.92876, -0.48698, -1.77929]], "forces_ev_per_a": [[-0.07, 0.04, 0.01], [0.09, 0.07, 0.03], [-0.05, -0.14, 0.12], [0.02, 0.03, -0.14], [0.08, -0.05, 0.08], [0.25, -0.33, -0.08], [-0.19, 0.36, 0.11], [-0.06, -0.01, -0.14], [0.16, -0.02, -0.02], [-0.03, -0.12, 0.08], [-0.20, 0.01, -0.02], [-0.11, 0.16, -0.04], [0.12, 0.01, -0.07], [-0.17, 0.09, 0.11], [-0.14, -0.12, 0.06], [0.00, -0.12, -0.20], [0.31, 0.14, 0.12]], "multiplicity": 1, "e_homo_ev": -9.730, "smiles": "C[C@H]1C[C@H]1CC=O", "de_lowest_kj_mol": 68.6, "total_energy_ha": -309.8162, "orbital_gap_ev": 10.7980}

---

{"formula": "HN4O3", "method": "ωB97M-V/def2-TZVPD", "symbols": ["N", "N", "N", "N", "O", "O", "O", "H"], "positions_angstrom": [[0.06850, 1.53234, 0.61833], [-1.74034, -0.51611, -0.03009], [-1.70716, -0.34404, 1.06202], [1.00260, 0.93472, 0.25739], [0.58181, -0.66118, -0.45329], [-1.95397, -0.72529, -1.16441], [2.22896, 0.73504, 0.30239], [1.51959, -0.95548, -0.59234]], "forces_ev_per_a": [[2.83, -0.43, -1.29], [-1.06, -0.37, 0.18], [0.10, -0.04, 0.99], [-1.83, 0.23, 1.76], [1.34, -1.20, -0.86], [-0.10, 0.00, -1.10], [0.24, 1.41, 0.12], [-1.52, 0.39, 0.20]], "multiplicity": 1, "e_homo_ev": [-3.878, -3.879], "de_lowest_kj_mol": 27.9, "total_energy_ha": -445.2008, "orbital_gap_ev": [8.3584, 8.3590], "charge": -1}

---

{"formula": "C46H52N4O2", "method": "ωB97M-V/def2-TZVPD", "symbols": ["C", "N", "C", "C", "C", "C", "C", "C", "C", "C", "C", "C", "C", "C", "N", "C", "C", "C", "C", "C", "C", "C", "C", "N", "C", "C", "C", "C", "C", "C", "H", "H", "H", "H", "H", "H", "H", "H", "H", "H", "H", "H", "H", "H", "H", "H", "H", "H", "H", "H", "H", "H", "H", "H", "H", "H", "H", "H", "H", "H", "H", "H", "C", "C", "C", "C", "O", "C", "C", "N", "C", "C", "C", "C", "C", "C", "C", "C", "C", "C", "C", "C", "C", "O", "H", "H", "H", "H", "H", "H", "H", "H", "H", "H", "H", "H", "H", "H", "H", "H", "H", "H", "H", "H"], "positions_angstrom": [[2.86645, 7.42010, -0.16295], [2.54298, 6.57576, -1.29523], [3.21714, 6.87755, -2.54255], [1.79001, 5.44549, -1.15050], [1.61278, 4.54222, -2.24009], [1.06478, 3.28774, -2.04415], [0.68687, 2.85678, -0.74777], [0.51040, 1.46824, -0.44774], [0.53345, 1.01104, 0.87538], [1.29039, -0.09341, 1.32928], [1.33398, -0.47361, 2.73320], [0.79384, 0.36946, 3.74254], [0.58946, -0.08753, 5.03410], [0.92823, -1.43007, 5.35596], [0.38859, -2.02993, 6.45248], [0.81099, -3.35010, 6.87684], [-0.72647, -1.43765, 7.17349], [1.74200, -2.16704, 4.45332], [1.94225, -1.68172, 3.17066], [2.11135, -0.82630, 0.34701], [3.12255, -0.17862, -0.39378], [4.05504, -0.91682, -1.10456], [4.00552, -2.33681, -1.10836], [5.03025, -3.08653, -1.60605], [5.14633, -4.49654, -1.28339], [6.09374, -2.50930, -2.40601], [2.89422, -2.97431, -0.50121], [1.97121, -2.22180, 0.19926], [0.67351, 3.82920, 0.29341], [1.21082, 5.08644, 0.10102], [3.47572, 6.89024, 0.58329], [3.44230, 8.27439, -0.53632], [1.95808, 7.79331, 0.32768], [2.52239, 6.82773, -3.38717], [3.62427, 7.89161, -2.47207], [4.04811, 6.18827, -2.74844], [1.97873, 4.82119, -3.22557], [0.99541, 2.58756, -2.87953], [0.60472, 0.76078, -1.26710], [-0.10761, 1.52752, 1.59851], [0.50907, 1.39004, 3.51323], [0.11336, 0.55407, 5.77432], [0.27942, -4.14957, 6.32851], [1.89026, -3.47361, 6.71645], [0.59864, -3.46641, 7.94594], [-0.37344, -0.70703, 7.92085], [-1.39967, -0.90788, 6.48207], [-1.28689, -2.23216, 7.69453], [2.11147, -3.15723, 4.71688], [2.54086, -2.28822, 2.49964], [3.18521, 0.91323, -0.36383], [4.86838, -0.40748, -1.61339], [5.09504, -4.66814, -0.19525], [4.34628, -5.09342, -1.75069], [6.11400, -4.84323, -1.66277], [6.76279, -1.87800, -1.79919], [6.67771, -3.33783, -2.82629], [5.68051, -1.89212, -3.22289], [2.77769, -4.05856, -0.56928], [1.12790, -2.71932, 0.68081], [0.32147, 3.54126, 1.28939], [1.25123, 5.77800, 0.94189], [-4.86597, 0.86209, -4.86929], [-4.24554, 1.93020, -3.98760], [-3.39092, 2.84085, -4.82954], [-5.32770, 2.75223, -3.28448], [-3.49310, 1.29543, -2.89223], [-2.19735, 0.89224, -3.00000], [-1.84169, 0.24540, -1.69992], [-2.00766, -1.03480, -1.70294], [-2.31292, -1.86525, -0.71638], [-2.69474, -3.23729, -1.04067], [-3.14004, -4.18650, -0.08311], [-3.45961, -5.49128, -0.46108], [-3.43726, -5.84932, -1.81418], [-3.09057, -4.89098, -2.78139], [-2.68944, -3.61190, -2.39205], [-2.29904, -1.38466, 0.66256], [-1.70875, -2.15547, 1.67253], [-1.85140, -1.78782, 3.00321], [-2.59659, -0.65864, 3.33603], [-3.10853, 0.16600, 2.33297], [-2.96814, -0.19749, 0.99254], [-1.45173, 0.99947, -3.94883], [-5.34568, 0.06605, -4.29325], [-5.61319, 1.30433, -5.53903], [-4.08045, 0.41820, -5.48768], [-2.90234, 3.59515, -4.20218], [-2.63698, 2.23930, -5.34327], [-4.01614, 3.34288, -5.58046], [-4.88221, 3.53738, -2.65593], [-5.96119, 3.25131, -4.02956], [-5.98644, 2.14786, -2.64367], [-1.79503, 0.93601, -0.84625], [-3.21300, -3.90863, 0.96902], [-3.73147, -6.23199, 0.30027], [-3.72214, -6.85586, -2.11667], [-3.12991, -5.13148, -3.84394], [-2.35839, -2.86685, -3.11935], [-1.17740, -3.07679, 1.40096], [-1.38193, -2.39431, 3.77366], [-2.76916, -0.41289, 4.38262], [-3.63220, 1.08892, 2.57577], [-3.45213, 0.38796, 0.20494]], "forces_ev_per_a": [[-0.06, 0.03, 0.11], [-0.14, 0.26, -0.07], [0.01, -0.04, -0.12], [-0.05, -0.57, -0.09], [0.07, 0.12, 0.22], [0.12, 0.03, 0.30], [-0.68, 0.42, 0.11], [0.48, -0.05, -0.88], [0.25, -1.84, 1.55], [-1.20, 1.71, -1.21], [0.30, 0.07, 0.56], [0.03, -0.67, 0.12], [0.19, -0.28, -0.49], [-0.29, -0.16, -0.40], [-0.01, -0.14, 0.60], [0.04, -0.12, -0.09], [0.11, 0.20, 0.10], [-0.32, 0.46, -0.06], [-0.35, 0.33, 0.26], [0.32, -0.43, -0.32], [-0.42, -0.33, 0.33], [0.02, -0.45, -0.11], [-0.30, 0.40, 0.54], [0.47, -0.45, -0.51], [-0.24, -0.03, -0.02], [-0.15, 0.20, 0.07], [0.22, 0.17, -0.18], [0.08, 0.35, 0.17], [0.39, -0.05, -0.35], [0.08, 0.01, -0.03], [-0.11, 0.07, -0.07], [-0.22, -0.20, 0.27], [0.20, -0.01, -0.06], [0.12, 0.13, 0.09], [-0.15, -0.28, -0.18], [-0.10, 0.03, 0.04], [-0.14, -0.16, 0.23], [-0.02, 0.17, 0.23], [0.48, 0.07, 0.13], [0.56, 0.04, -0.10], [-0.04, -0.15, -0.06], [0.18, -0.17, -0.22], [0.18, 0.18, 0.13], [-0.32, -0.02, 0.19], [0.12, 0.01, -0.25], [-0.19, -0.17, -0.09], [0.14, -0.27, 0.18], [0.22, 0.37, -0.28], [-0.07, 0.35, -0.11], [-0.19, 0.18, -0.02], [0.11, -0.39, 0.06], [-0.16, -0.06, 0.08], [0.07, 0.06, -0.27], [0.24, 0.05, 0.06], [-0.34, -0.07, 0.23], [-0.05, -0.08, -0.16], [-0.14, 0.46, -0.02], [0.21, -0.25, 0.22], [0.00, 0.44, 0.03], [0.22, 0.13, -0.12], [0.16, 0.23, -0.44], [0.00, -0.18, -0.25], [0.13, -0.41, -0.15], [-0.50, 0.16, 0.37], [0.43, 0.19, -0.36], [-0.19, 0.15, 0.31], [0.19, 0.31, -0.74], [0.86, -0.21, 0.23], [0.36, 1.86, 0.46], [-1.09, -1.52, -0.29], [0.97, 0.61, -0.05], [-0.14, -0.18, 0.07], [0.21, 0.00, -0.15], [0.04, 0.20, -0.32], [-0.09, 0.21, -0.06], [0.10, 0.20, 0.45], [-0.08, -0.61, -0.34], [-0.24, -0.30, 0.36], [-0.01, 0.12, 0.18], [-0.09, -0.06, -0.10], [0.15, 0.24, 0.11], [0.08, -0.18, -0.28], [-0.22, -0.07, 0.51], [-0.79, 0.09, -0.03], [0.06, 0.16, 0.05], [0.15, -0.01, 0.14], [-0.13, -0.10, 0.04], [0.00, -0.08, -0.19], [-0.07, 0.40, 0.06], [0.06, -0.06, 0.25], [-0.02, -0.25, -0.17], [0.17, -0.15, 0.08], [0.30, -0.01, -0.21], [-0.60, -0.54, -0.14], [0.00, -0.10, -0.36], [0.03, 0.35, -0.32], [0.09, 0.20, 0.05], [0.08, -0.06, 0.27], [-0.20, -0.33, 0.20], [-0.17, 0.48, 0.15], [-0.14, 0.08, 0.01], [0.13, 0.05, -0.17], [-0.02, -0.24, 0.08], [0.21, -0.25, 0.40]], "multiplicity": 1, "e_homo_ev": -4.797, "total_energy_ha": -2153.3891, "orbital_gap_ev": 3.3789}